112
Properties=species:S:1:pos:R:3 method="wB97M-V/def2-TZVPD" charge=-1
C -3.66077 3.59258 -1.23089
C -3.07314 2.17503 -1.50907
C -3.65887 1.05625 -0.59059
N -2.22939 1.97796 -2.41852
P -0.50584 1.96055 -1.92706
O -0.24833 0.23500 -2.22447
C 1.01225 -0.19434 -1.84105
C 1.10563 -1.76793 -1.79517
C 0.72428 -2.27710 -0.37246
O 0.36782 -2.40457 -2.83980
O -0.19166 2.44107 -3.58099
C -0.16854 3.88568 -3.64378
C 0.37292 4.31066 -2.25035
C 0.27442 5.79824 -1.81983
C 0.91668 5.87147 -0.40450
O -0.09015 5.80349 0.62998
C 0.06302 4.75723 1.45792
O -0.54538 4.64539 2.47480
O -0.45127 3.60464 -1.33777
H -3.67396 4.19230 -2.15424
H -4.62424 3.56822 -0.68756
H -2.92336 4.06142 -0.54050
H -3.20980 1.07059 0.42216
H -4.73378 1.31978 -0.44625
H -3.64479 0.06890 -1.07576
H -0.73844 1.53952 -0.56379
H 0.93773 2.03386 -1.82132
H 1.28094 0.13543 -0.80422
H 1.80642 0.13303 -2.55701
H 2.17861 -2.01827 -1.96856
H 1.62118 -2.45024 0.25069
H 0.12855 -3.19926 -0.50928
H 0.12246 -1.51663 0.16299
H 1.01717 -2.86037 -3.39963
H -1.21240 4.18363 -3.87895
H 0.39234 4.16171 -4.54198
H 1.46284 4.08312 -2.23398
H -0.77454 6.13555 -1.76409
H 0.87067 6.41321 -2.52498
H 1.46152 6.82588 -0.24199
H 1.68149 5.07467 -0.31149
H 0.75231 3.93732 1.16341
O -0.52427 5.79681 -5.32802
C -0.93635 5.42238 -6.38988
O -0.14612 5.52017 -7.48557
C -0.46663 4.93646 -8.74827
C -1.36021 5.84593 -9.56760
C -2.34928 4.91913 -6.54416
H -0.89110 3.93897 -8.62052
H 0.48452 4.80323 -9.26480
H -2.31892 6.01539 -9.07576
H -1.54881 5.41437 -10.55218
H -0.89063 6.82287 -9.69523
H -3.01784 5.77190 -6.66818
H -2.61963 4.38045 -5.63628
H -2.48555 4.22433 -7.36985
O -0.29568 -3.20306 2.07718
C -1.47715 -3.41900 2.13124
O -2.24820 -2.68641 2.96068
C -3.67696 -2.73167 2.96737
C -4.19021 -3.86615 3.83099
C -2.09760 -4.55033 1.35327
H -4.07037 -2.76960 1.95016
H -4.00259 -1.78037 3.38837
H -3.87206 -4.83733 3.44888
H -5.28035 -3.85273 3.87458
H -3.79610 -3.77814 4.84502
H -1.97468 -5.47688 1.91618
H -1.57332 -4.63723 0.40308
H -3.14882 -4.40212 1.11695
O 1.97954 -4.95838 -3.58753
C 3.01246 -5.23781 -3.03977
O 3.80995 -4.25059 -2.58993
C 4.95916 -4.46229 -1.76724
C 6.18362 -4.78472 -2.59962
C 3.47380 -6.66932 -2.92290
H 4.75961 -5.21897 -1.00605
H 5.11992 -3.52465 -1.23510
H 6.05566 -5.71183 -3.16054
H 7.06458 -4.88501 -1.96365
H 6.36395 -3.99359 -3.32917
H 3.97162 -6.95784 -3.84904
H 2.59776 -7.29843 -2.77674
H 4.13469 -6.85472 -2.07937
O -1.99045 1.75128 9.10808
C -1.47683 2.12572 8.08398
O -1.15125 3.42198 7.94042
C -0.37595 3.93363 6.84546
C -1.24059 4.23370 5.64063
C -1.27048 1.18379 6.92336
H 0.45009 3.26050 6.60754
H 0.07409 4.85831 7.20786
H -1.72012 3.33323 5.25585
H -0.64729 4.67325 4.84004
H -2.03841 4.92833 5.91002
H -2.19523 1.11938 6.35022
H -1.02766 0.19992 7.32133
H -0.45288 1.46388 6.26397
O 1.92272 -6.56942 2.49270
C 2.06058 -6.03706 3.56198
O 3.12994 -6.35718 4.32680
C 3.48834 -5.65970 5.52133
C 2.73305 -6.19244 6.72181
C 1.02552 -5.08706 4.10779
H 3.36530 -4.58243 5.39572
H 4.55591 -5.83481 5.65920
H 1.65738 -6.04820 6.61493
H 3.05945 -5.69150 7.63463
H 2.90165 -7.26534 6.82917
H 0.22993 -5.66511 4.58126
H 0.60867 -4.51302 3.27733
H 1.42052 -4.36154 4.81554

***

29
Properties=species:S:1:pos:R:3 method="wB97M-V/def2-TZVPD" relative_energy_kcal_mol=27.3 smiles="CC(C)CPS.C=C(C)C"
C 1.91833 0.90287 -2.67892
C 0.52960 0.39747 -2.65396
C -0.13231 0.41015 -4.05271
C 0.50281 -0.98161 -1.94393
P -1.30594 -1.15840 -1.31534
S -0.98760 -2.97485 -0.07428
H 2.36507 0.22548 -3.46172
H 1.91358 1.94253 -3.03985
H 2.41429 0.80402 -1.72048
H -0.21007 0.98000 -2.10505
H -1.26439 0.35782 -4.02774
H 0.20291 -0.26296 -4.88721
H 0.05671 1.37474 -4.63654
H 0.90326 -1.65773 -2.65664
H 1.09570 -1.07426 -1.08158
H -1.11970 0.01419 -0.50889
H -2.32880 -3.20959 0.27893
C -0.10858 1.54271 2.46243
C -0.27565 0.48150 3.24680
C 0.22393 -0.87620 2.94549
C -1.13147 0.61152 4.47878
H 0.42445 1.59204 1.61832
H -0.71814 2.48861 2.68094
H 0.78258 -1.43214 3.65757
H -0.59735 -1.56088 2.79963
H 0.96965 -0.93616 2.06017
H -1.99917 0.02315 4.49757
H -1.52793 1.67380 4.72400
H -0.59578 0.30219 5.39418

***

29
Properties=species:S:1:pos:R:3 method="wB97M-V/def2-TZVPD" charge=+1
C -2.95482 1.40286 -1.49122
C -3.60382 0.22879 -0.52883
Br -5.64125 0.12539 -0.51827
C -2.74724 -0.70487 0.30707
Br -3.71892 -2.08319 1.45440
N -1.24457 -0.53779 0.27047
C -0.53292 -1.33723 -0.79783
N -1.38213 -2.37264 -1.50076
H -1.79096 1.44880 -1.50244
H -3.42140 2.45106 -1.25185
H -3.28116 1.12416 -2.60264
H -0.96530 0.46023 0.24120
H -0.88357 -0.90277 1.20293
H -0.16217 -0.56732 -1.62322
H 0.45891 -1.87558 -0.41119
H -0.72840 -3.20228 -1.63280
H -1.49888 -2.01235 -2.49546
C 4.21137 0.45816 0.91462
C 2.97473 1.23176 0.46821
C 1.83498 1.17074 1.48696
C 1.40803 -0.27328 1.69408
N 1.05393 -1.47124 1.86594
H 4.00069 -0.60981 1.02911
H 5.00831 0.55351 0.17038
H 4.58921 0.83990 1.87010
H 2.63471 0.83164 -0.49486
H 3.25126 2.27878 0.30245
H 0.97840 1.75074 1.12745
H 2.15298 1.59383 2.44599

***

19
Properties=species:S:1:pos:R:3 method="wB97M-V/def2-TZVPD" relative_energy_kcal_mol=83.7 smiles=CNCCNCO
C 0.09648 -2.33133 -0.32022
N 0.93552 -1.31351 -1.04917
C 0.40651 -0.19978 -1.72536
C 0.49002 1.13786 -0.84067
N 0.37068 0.78693 0.58049
C -0.51191 0.56358 1.76272
O -1.64292 1.49952 1.58650
H 0.54625 -2.53417 0.67159
H -0.89930 -1.86906 -0.18808
H -0.05669 -3.25068 -0.82798
H 1.68300 -1.84039 -1.48058
H 0.92995 -0.01075 -2.71281
H -0.64388 -0.28745 -1.94259
H -0.25204 1.87611 -1.18079
H 1.46568 1.53059 -1.19112
H 1.27500 1.01840 0.98439
H -0.09220 0.62947 2.74840
H -1.01475 -0.42736 1.71274
H -1.37293 1.79279 0.71180

***

Record-wise molecular weight values, in g/mol: 736.8, 178.3, 314.0, 104.2
Record-wise LUMO level values, in eV: 2.014, 0.640, -3.447, 0.935
Record-wise electronic energy values, in Eh: -2818.879017, -1055.667949, -5626.310972, -344.251673